Entry from the OMol25 dataset: the ion C10H17N4 with charge +1 in a non-equilibrium geometry (ωB97M-V with the def2-TZVPD basis set).

CARTESIAN COORDINATES (ANGSTROEM)
C1 4.707 2.161 -0.509
C2 3.218 2.172 -1.118
C3 2.569 0.746 -0.808
N1 1.173 0.636 -1.386
C4 0.062 0.875 -0.710
N2 0.231 1.318 0.688
N3 -1.288 0.802 -1.216
C5 -1.463 -0.209 -2.313
C6 -2.181 0.301 -0.097
C7 -1.822 -1.051 0.460
C8 -2.688 -1.670 1.558
C9 -3.855 -0.750 1.917
C10 -3.984 0.589 1.237
N4 -3.208 1.206 0.227
H1 4.610 2.255 0.619
H2 5.162 1.140 -0.746
H3 5.339 3.004 -0.931
H4 3.230 2.345 -2.257
H5 2.607 2.999 -0.629
H6 2.608 0.437 0.289
H7 3.203 -0.038 -1.365
H8 1.124 0.358 -2.372
H9 0.159 0.528 1.339
H10 -0.414 2.083 0.914
H11 -0.776 -1.110 -2.243
H12 -1.284 0.350 -3.306
H13 -2.577 -0.486 -2.336
H14 -0.916 -1.615 0.069
H15 -2.512 -2.671 2.053
H16 -4.618 -1.075 2.694
H17 -4.866 1.234 1.591

The gap between HOMO and LUMO is 9.20 eV. As for the charge: +1. The HOMO energy is -0.4656 Eh. The SMILES is CCCN/C(N)=[N+](\C)c1ccccn1. The calculation puts the LUMO energy at -3.5 eV. Its relative energy (zero: lowest compared OMol25 entry of this formula, charge and spin) is 36.0 kcal/mol. Its largest force on an atom is 6.13 eV Å⁻¹.

=====

Entry from the OMol25 dataset: the molecule C7H12O in a non-equilibrium geometry (ωB97M-V with the def2-TZVPD basis set).

CARTESIAN COORDINATES (ANGSTROEM)
C1 -1.479 0.909 0.696
C2 -0.607 0.191 1.755
C3 0.798 -0.020 1.348
C4 -0.284 0.213 -2.620
C5 0.566 -0.082 -1.622
O1 1.483 0.914 -1.288
C6 0.551 -1.200 -0.730
C7 1.199 -1.186 0.589
H1 -2.489 1.090 1.030
H2 -0.913 1.784 0.379
H3 -1.515 0.258 -0.162
H4 -1.044 -0.741 2.053
H5 -0.645 0.831 2.644
H6 1.212 1.130 -0.380
H7 1.561 0.746 1.346
H8 -1.057 -0.520 -2.827
H9 -0.166 1.174 -3.072
H10 2.258 -1.462 0.627
H11 -0.159 -1.999 -0.890
H12 0.730 -2.032 1.125

The gap between HOMO and LUMO is 5.71 eV. The HOMO energy is -0.2514 Eh. The calculation puts the LUMO energy at -1.1 eV. Its relative energy (zero: lowest compared OMol25 entry of this formula, charge and spin) is 105.6 kcal/mol. Its largest force on an atom is 3.31 eV Å⁻¹.

=====

Entry from the OMol25 dataset: a structure of composition C36H54CsIN5O6P in a non-equilibrium geometry (ωB97M-V with the def2-TZVPD basis set).

CARTESIAN COORDINATES (ANGSTROEM)
Cs1 1.182 -1.884 -0.252
C1 2.663 5.514 -1.217
O1 3.972 5.019 -1.046
C2 4.146 3.668 -1.234
C3 5.442 3.190 -0.933
C4 5.670 1.844 -1.090
C5 4.702 0.920 -1.523
C6 5.055 -0.502 -1.600
C7 6.475 -0.925 -1.210
O2 4.287 -1.386 -1.948
C8 3.363 1.399 -1.825
O3 2.406 0.674 -2.172
C9 3.156 2.832 -1.668
H1 2.702 6.574 -0.972
H2 1.957 5.010 -0.552
H3 2.317 5.392 -2.247
H4 6.203 3.873 -0.580
H5 6.660 1.477 -0.846
H6 7.228 -0.450 -1.843
H7 6.526 -2.005 -1.327
H8 6.703 -0.665 -0.174
H9 2.157 3.176 -1.888
N1 -1.397 -2.372 -1.234
P1 -2.367 -1.242 -0.990
N2 -2.510 -0.639 0.604
C10 -2.306 -1.649 1.650
C11 -2.184 -1.001 3.034
C12 -1.462 0.339 2.945
C13 -2.247 1.319 2.052
C14 -3.170 0.558 1.097
N3 -2.138 0.266 -1.837
C15 -1.266 1.300 -1.227
C16 -0.571 2.165 -2.278
C17 -1.553 2.493 -3.397
C18 -1.982 1.195 -4.104
C19 -1.717 -0.015 -3.216
N4 -3.996 -1.652 -1.390
C20 -4.255 -2.645 -2.408
C21 -4.916 -2.041 -3.650
C22 -6.176 -1.266 -3.266
C23 -5.863 -0.248 -2.169
C24 -5.186 -0.949 -0.989
H10 -1.394 -2.191 1.412
H11 -3.122 -2.388 1.641
H12 -1.635 -1.683 3.689
H13 -3.174 -0.858 3.483
H14 -0.461 0.171 2.541
H15 -1.313 0.763 3.940
H16 -1.542 1.921 1.478
H17 -2.845 2.012 2.656
H18 -3.488 1.181 0.263
H19 -4.092 0.284 1.636
H20 -0.528 0.881 -0.528
H21 -1.886 1.968 -0.626
H22 0.324 1.668 -2.660
H23 -0.224 3.078 -1.784
H24 -1.111 3.197 -4.109
H25 -2.429 2.990 -2.966
H26 -1.428 1.070 -5.041
H27 -3.047 1.236 -4.359
H28 -0.661 -0.305 -3.253
H29 -2.258 -0.886 -3.582
H30 -4.944 -3.408 -1.999
H31 -3.314 -3.149 -2.635
H32 -5.148 -2.824 -4.380
H33 -4.211 -1.351 -4.124
H34 -6.926 -1.973 -2.883
H35 -6.619 -0.779 -4.140
H36 -6.778 0.260 -1.840
H37 -5.172 0.511 -2.553
H38 -5.909 -1.670 -0.562
H39 -4.961 -0.237 -0.201
C25 1.094 3.996 4.774
C26 1.489 2.593 4.387
C27 1.223 1.517 5.219
C28 1.536 0.209 4.849
C29 1.211 -0.936 5.776
C30 2.133 -0.022 3.615
C31 2.440 1.052 2.768
C32 3.132 0.815 1.448
C33 2.109 2.341 3.164
C34 2.396 -1.442 3.153
O4 3.353 -2.050 3.656
O5 1.571 -1.851 2.280
H40 0.818 4.053 5.829
H41 0.238 4.344 4.189
H42 1.910 4.702 4.601
H43 0.737 1.692 6.177
H44 0.335 -0.700 6.386
H45 2.047 -1.146 6.447
H46 1.015 -1.855 5.223
H47 3.932 0.081 1.564
H48 3.558 1.738 1.055
H49 2.452 0.420 0.690
H50 2.346 3.169 2.501
N5 2.273 -7.209 -1.249
C35 1.531 -6.070 -1.193
O6 1.942 -4.969 -1.465
C36 0.105 -6.140 -0.655
I1 -1.034 -7.781 -1.348
H51 3.187 -7.123 -1.658
H52 1.827 -8.109 -1.238
H53 -0.420 -5.240 -0.967
H54 0.107 -6.232 0.428

The gap between HOMO and LUMO is 4.82 eV. As for the charge: -2. The HOMO energy is -0.0608 Eh. The calculation puts the LUMO energy at 3.2 eV. Its relative energy (zero: lowest compared OMol25 entry of this formula, charge and spin) is 37.3 kcal/mol. Its largest force on an atom is 1.58 eV Å⁻¹.

=====

Which of these has the lowest relative energy (zero: lowest compared OMol25 entry of this formula, charge and spin)? C10H17N4